# 1
The following is a DFT calculation (the ωB97M-V functional and the def2-TZVPD basis) of a molecular structure, C23H32N3OSTi.

The molar mass is 446.46 g mol⁻¹. The calculation puts the HOMO energy at -17.609 eV. As for the multiplicity: 1. As for the charge: +3. As for the frontier orbital gap: 7.1 eV. The LUMO energy comes out at -10.5526 eV. The total energy is -2381.84449 a.u.

Cartesian coordinates (Å):
Ti -0.06999 -0.42803 0.64943
C 0.32078 1.10698 4.60128
C 1.61667 0.68749 4.90154
C 2.33005 -0.08009 3.99518
C 1.74255 -0.44185 2.79702
N 0.48670 0.00031 2.50663
C -0.21006 0.75515 3.38865
C 2.35053 -1.28777 1.75106
C 3.57697 -1.91628 1.90290
C 4.07538 -2.71564 0.88028
C 3.35804 -2.89909 -0.29624
C 2.12183 -2.28860 -0.46128
C 1.62112 -1.48490 0.55733
H -0.25535 1.70213 5.29498
H 2.06836 0.96344 5.84582
H 3.33572 -0.39852 4.22601
H -1.20229 1.07302 3.08941
H 4.15008 -1.80750 2.81351
H 5.03047 -3.20700 1.00816
H 3.75666 -3.52724 -1.08143
H 1.57309 -2.45009 -1.38161
N 0.49116 1.17168 -0.31565
C 0.92051 1.98916 -1.05621
N 1.36060 2.86692 -1.84194
C 2.82285 2.96976 -2.18908
C 2.99535 2.66277 -3.66713
C 2.09996 3.55682 -4.52413
C 0.63229 3.42488 -4.11983
C 0.44129 3.74755 -2.64797
H 3.37756 2.30049 -1.53459
H 3.10108 3.99865 -1.95836
H 2.77026 1.60798 -3.85055
H 4.04602 2.81598 -3.91581
H 2.21856 3.30109 -5.57551
H 2.41540 4.59842 -4.41630
H 0.27566 2.40912 -4.31803
H 0.00503 4.10449 -4.69728
H -0.57614 3.59949 -2.29165
H 0.74735 4.76848 -2.41704
C -4.56618 -2.54654 3.34778
C -4.05927 -1.30375 2.62453
C -3.98285 -1.48206 1.10759
S -2.63882 -2.59268 0.67181
O -1.33610 -1.67792 0.84919
C -2.77526 -2.77228 -1.12938
C -2.01527 -1.74282 -1.95628
C -2.54653 -0.31440 -1.88678
H -4.59951 -2.37483 4.42127
H -3.92767 -3.41619 3.17876
H -5.57606 -2.79737 3.02246
H -3.08010 -1.00411 3.01325
H -4.73222 -0.46294 2.80080
H -3.83120 -0.55866 0.54666
H -4.87658 -1.98673 0.72615
H -3.84922 -2.74232 -1.32786
H -2.42142 -3.78397 -1.32769
H -2.08281 -2.09431 -2.98771
H -0.94809 -1.79781 -1.71367
H -3.62205 -0.28282 -2.06607
H -2.07232 0.30420 -2.64789
H -2.38257 0.18066 -0.91849

# 2
The following is a DFT calculation (the ωB97M-V functional and the def2-TZVPD basis) of a single C23H32N4O2 molecule.

The molar mass is 396.53 g mol⁻¹. The calculation puts the HOMO energy at -7.975 eV. As for the multiplicity: 1. As for the SMILES: CC[C@@H]1CCCCN1CCCNC(=O)Cn1nc(-c2ccc(C)cc2)ccc1=O. As for the frontier orbital gap: 7.8 eV. The LUMO energy comes out at -0.1762 eV. The total energy is -1265.15570 a.u.

Cartesian coordinates (Å):
C -1.50817 -4.75118 -0.45512
C -0.20970 -4.00853 -0.16810
C -0.34951 -2.50787 -0.46171
C 0.97658 -1.74955 -0.26906
C 1.34485 -1.61654 1.20567
C 0.18460 -0.98207 1.96531
C -1.10320 -1.77769 1.71706
N -1.44063 -1.93108 0.31418
C -2.04210 -0.75135 -0.27663
C -3.52764 -0.64090 0.09133
C -4.26523 0.32056 -0.84502
N -3.68954 1.64594 -0.80125
C -2.80273 2.06710 -1.71561
O -2.54944 1.50162 -2.75614
C -2.09536 3.37475 -1.30177
N -1.22840 3.12099 -0.16762
N -0.00176 2.75787 -0.47066
C 0.85958 2.46352 0.46565
C 2.16667 1.97192 0.02668
C 3.27438 1.94079 0.87027
C 4.47842 1.42680 0.42703
C 4.61523 0.92944 -0.86221
C 5.90983 0.34757 -1.33701
C 3.51054 0.97350 -1.70808
C 2.30691 1.48637 -1.27567
C 0.49011 2.58213 1.83911
C -0.77520 2.95041 2.15006
C -1.74935 3.18947 1.11636
O -2.94217 3.41796 1.28986
H -1.77371 -4.66036 -1.50573
H -2.31296 -4.32685 0.13841
H -1.40784 -5.80690 -0.21358
H 0.58945 -4.40544 -0.79778
H 0.07698 -4.17188 0.87013
H -0.63559 -2.42356 -1.51689
H 1.77359 -2.26003 -0.81253
H 0.87178 -0.74938 -0.69660
H 1.56379 -2.59980 1.62659
H 2.24377 -1.00204 1.30576
H 0.39418 -0.95260 3.03637
H 0.05098 0.04634 1.62301
H -0.99391 -2.77644 2.14833
H -1.94256 -1.29427 2.22059
H -1.52312 0.17729 0.01092
H -1.96984 -0.83737 -1.36276
H -3.97793 -1.63048 0.01186
H -3.64165 -0.29585 1.12098
H -4.18694 -0.02827 -1.87722
H -5.32002 0.38463 -0.56497
H -3.79362 2.18215 0.05549
H -1.47694 3.71635 -2.13164
H -2.83171 4.12780 -1.01346
H 3.21304 2.33375 1.87398
H 5.32685 1.41287 1.09648
H 6.72029 0.58322 -0.65198
H 5.82603 -0.73700 -1.40972
H 6.16088 0.72737 -2.32557
H 3.59950 0.59558 -2.71626
H 1.45317 1.51659 -1.93452
H 1.20473 2.36158 2.61626
H -1.11822 3.04107 3.16913

# 3
The following is a DFT calculation (the ωB97M-V functional and the def2-TZVPD basis) of a single C23H32N4O2 molecule.

The molar mass is 396.53 g mol⁻¹. The calculation puts the HOMO energy at -9.204 eV. As for the multiplicity: 1. As for the SMILES: CCCCCCC(CC(=O)NCc1cccnc1)CC(=O)NCc1cccnc1. As for the frontier orbital gap: 9.9 eV. The LUMO energy comes out at 0.6492 eV. The total energy is -1265.18926 a.u.

Cartesian coordinates (Å):
C 3.92482 1.88859 -4.29247
C 2.68587 2.40906 -3.57256
C 2.61280 1.97498 -2.10793
C 3.72234 2.58043 -1.24986
C 3.50972 2.38625 0.25291
C 3.56213 0.91900 0.70129
C 2.17304 0.28559 0.84978
C 1.44771 0.79981 2.10296
C -0.02837 1.02249 1.82638
O -0.41448 1.61819 0.83646
N -0.86556 0.57556 2.78381
C -2.29065 0.79987 2.71826
C -3.11155 -0.39282 2.29723
C -4.30249 -0.20858 1.60225
C -5.06137 -1.30949 1.24844
C -4.59192 -2.56689 1.59697
N -3.46334 -2.75673 2.25599
C -2.74733 -1.69969 2.60199
C 2.29294 -1.24625 0.90332
C 0.93534 -1.89194 1.10719
O 0.44961 -2.06868 2.20855
N 0.31412 -2.24969 -0.03521
C -0.96760 -2.91354 -0.07096
C -2.04672 -2.11066 -0.74373
C -2.00067 -0.72606 -0.84127
C -3.04529 -0.05894 -1.46051
C -4.10244 -0.80275 -1.95686
N -4.16080 -2.12169 -1.86713
C -3.16187 -2.75086 -1.27921
H 3.98219 0.80429 -4.21822
H 4.83046 2.31172 -3.86586
H 3.89025 2.15689 -5.34607
H 1.79639 2.03992 -4.08929
H 2.66823 3.49989 -3.62648
H 1.64685 2.28465 -1.70219
H 2.66540 0.88496 -2.06316
H 3.77060 3.65367 -1.45121
H 4.68525 2.14839 -1.53017
H 4.28661 2.94879 0.77580
H 2.54728 2.82045 0.52894
H 4.07985 0.83967 1.66005
H 4.14337 0.34665 -0.02471
H 1.56993 0.56438 -0.01918
H 1.58759 0.11408 2.93759
H 1.85249 1.77427 2.38617
H -0.51784 -0.07210 3.47255
H -2.44227 1.61178 2.00065
H -2.63557 1.13681 3.70493
H -4.62582 0.78921 1.33995
H -5.98618 -1.19846 0.70479
H -5.14112 -3.46212 1.33863
H -1.82855 -1.92116 3.12821
H 2.92831 -1.52328 1.74701
H 2.75296 -1.61459 -0.01524
H 0.74026 -2.02849 -0.92127
H -1.25302 -3.10329 0.96957
H -0.86426 -3.88120 -0.57678
H -1.17276 -0.16616 -0.43419
H -3.02978 1.01603 -1.54748
H -4.94253 -0.33139 -2.45002
H -3.25255 -3.82881 -1.22938